Formula: C40H49AsBN10O4S6Y
Source: the Open Molecules 2025 dataset
Level of theory: ωB97M-V/def2-TZVPD

Structure (ORCA input):
```
! wB97M-V def2-TZVPD RIJCOSX def2/J DEFGRID3
* xyz -2 1
Y 0.455 -0.210 -0.245
C -6.100 -2.275 -0.447
C -4.873 -1.429 -0.614
C -4.915 -0.100 -0.705
C -3.733 0.744 -0.860
C -3.879 2.087 -0.848
N -2.921 3.044 -1.082
C -3.106 4.323 -0.421
C -2.113 5.384 -0.911
C -1.298 5.977 0.240
N -0.518 4.942 0.920
C 0.370 4.170 0.364
C 0.983 4.267 -0.915
C 1.289 5.431 -1.643
C 1.922 5.365 -2.861
C 2.311 6.606 -3.621
C 2.225 4.088 -3.385
C 1.937 2.912 -2.737
C 2.240 1.632 -3.385
N 1.973 0.479 -2.929
C 2.365 -0.650 -3.753
C 1.183 -1.528 -4.164
C 0.572 -2.374 -3.048
N -0.212 -1.584 -2.121
C -1.427 -1.982 -1.922
C -2.424 -1.305 -1.163
C -3.547 -2.131 -0.617
C -2.437 0.088 -1.115
O -1.397 0.803 -1.368
C 1.282 2.967 -1.456
O 0.902 1.956 -0.844
H -7.004 -1.664 -0.473
H -6.064 -2.819 0.499
H -6.162 -3.026 -1.241
H -5.877 0.408 -0.662
H -4.871 2.492 -0.658
H -1.985 2.636 -1.086
H -3.020 4.215 0.665
H -4.132 4.649 -0.617
H -2.624 6.200 -1.427
H -1.436 4.935 -1.639
H -1.960 6.405 0.992
H -0.643 6.775 -0.106
H -0.869 4.594 1.822
H 0.619 3.285 0.946
H 1.070 6.405 -1.222
H 1.860 7.494 -3.177
H 1.986 6.553 -4.662
H 3.395 6.751 -3.625
H 2.704 4.030 -4.360
H 2.744 1.733 -4.361
H 3.066 -1.253 -3.171
H 2.888 -0.302 -4.659
H 1.543 -2.204 -4.947
H 0.405 -0.899 -4.608
H 1.371 -2.884 -2.501
H -0.051 -3.158 -3.494
H -1.742 -2.924 -2.375
H -3.612 -3.077 -1.165
S -1.537 -5.132 -0.701
As -1.448 -3.976 1.077
S -3.264 -2.622 1.159
S 0.306 -2.662 1.085
S -1.572 -5.036 2.897
B -1.816 2.969 2.998
C -1.211 1.821 2.087
N -0.756 0.978 1.447
H -2.127 2.504 4.064
H -0.924 3.798 3.184
H -2.770 3.472 2.438
N 2.635 -1.571 -0.706
C 3.013 -2.623 -0.414
N 3.446 -3.816 -0.068
C 4.502 -4.420 -0.874
C 5.877 -4.096 -0.300
C 5.940 -4.495 1.174
C 4.815 -3.835 1.970
C 3.455 -4.156 1.366
H 4.398 -4.069 -1.901
H 4.335 -5.502 -0.872
H 6.055 -3.020 -0.397
H 6.648 -4.612 -0.879
H 6.913 -4.231 1.596
H 5.845 -5.585 1.251
H 4.949 -2.748 1.982
H 4.831 -4.157 3.012
H 2.636 -3.620 1.844
H 3.232 -5.225 1.438
N 2.269 -5.694 5.074
C 2.287 -4.288 5.002
C 3.452 -3.576 5.287
C 3.457 -2.188 5.214
C 2.294 -1.516 4.878
C 1.124 -2.222 4.616
C 1.121 -3.599 4.673
S 2.275 0.251 4.732
O 3.615 0.717 5.059
O 1.199 0.745 5.549
N 1.905 0.450 3.200
C 2.801 0.712 2.266
S 4.481 1.242 2.554
C 4.713 1.402 0.841
C 3.587 1.065 0.189
N 2.520 0.666 0.959
H 3.147 -6.123 4.821
H 1.504 -6.097 4.549
H 4.359 -4.111 5.554
H 4.355 -1.617 5.409
H 0.224 -1.698 4.324
H 0.209 -4.132 4.415
H 5.649 1.725 0.416
H 3.474 1.050 -0.886
*
```

## Properties
- E_tot (a.u.) = -7090.57108
- orbital gap (hartree) = 0.188
- F_max (eV Å⁻¹) = 0.59
- HOMO (Ha) = -0.07404

Atom charges from the Mulliken analysis, given in e for atoms 1 to 5: Y 0.70; C -1.72; C -0.15; C -1.15; C 0.11